Record 1
43
Properties=species:S:1:pos:R:3:forces:R:3:mulliken_charge:R:1 method="wB97M-V/def2-TZVPD" total_energy_ha=-1944.13828 multiplicity=1 smiles="COc1ccccc1NS(=O)(=O)c1cccc(NC(=O)NCCCl)c1" de_lowest_kj_mol=0.0
C -0.16163 0.99320 -2.99890 0.12 -0.18 -0.22 -0.876
O -0.65379 1.87590 -2.01734 -0.43 0.09 0.50 -0.369
C -1.49481 1.37988 -1.06049 0.01 0.26 -0.02 1.272
C -1.93626 0.06842 -0.98273 0.14 0.01 -0.22 -0.693
C -2.76399 -0.32289 0.05985 -0.01 0.01 0.06 -0.623
C -3.16105 0.58523 1.02301 -0.02 -0.09 0.12 -0.798
C -2.73253 1.90137 0.94976 0.03 -0.05 -0.24 -0.186
C -1.90561 2.30596 -0.08343 -0.37 -0.68 -0.12 -0.518
N -1.42387 3.62451 -0.11629 0.53 0.64 0.52 -0.305
S -0.21640 3.94576 1.02348 0.04 0.11 -0.27 1.242
O 0.30777 5.23875 0.71071 0.12 -0.17 -0.33 -0.717
O -0.75988 3.70549 2.32453 -0.02 -0.35 -0.11 -0.647
C 0.95683 2.66031 0.61147 -0.31 0.37 0.29 -0.175
C 1.92991 2.88435 -0.34119 0.18 0.16 -0.10 -0.593
C 2.66978 1.80340 -0.79343 -0.18 0.19 0.10 -0.798
C 2.41278 0.52434 -0.32964 0.05 -0.19 0.00 -0.503
C 1.42124 0.31012 0.62679 0.10 0.38 -0.27 0.625
N 1.09914 -0.94898 1.12643 -0.20 -0.05 0.32 -0.049
C 1.48834 -2.17703 0.63308 -0.29 0.14 0.42 0.609
O 2.17623 -2.33800 -0.34873 0.26 -0.01 -0.42 -0.653
N 1.03092 -3.21830 1.39347 -0.25 -0.20 0.19 -0.264
C 1.26868 -4.58664 1.00306 0.01 -0.11 -0.18 -0.774
C 0.08428 -5.16168 0.22607 0.12 0.14 0.09 -0.320
Cl 0.37680 -6.87902 -0.13716 0.01 -0.12 -0.04 -0.213
C 0.70005 1.40222 1.10892 0.17 -0.24 0.12 -0.482
H -0.97160 0.58391 -3.61022 0.02 0.01 0.03 0.374
H 0.41253 0.17772 -2.54944 -0.03 0.03 0.00 0.317
H 0.49596 1.59252 -3.62591 -0.02 -0.09 0.01 0.252
H -1.62932 -0.65927 -1.71703 0.05 -0.04 -0.10 0.434
H -3.09713 -1.34909 0.10902 -0.05 -0.08 0.00 0.444
H -3.80557 0.27468 1.83078 -0.07 -0.02 0.07 0.407
H -3.00755 2.62660 1.69739 -0.08 0.09 0.07 0.472
H -1.08524 3.88891 -1.03200 0.11 0.11 -0.11 0.489
H 2.08842 3.88607 -0.70579 0.08 0.11 -0.10 0.494
H 3.44464 1.95128 -1.52988 0.08 0.02 -0.06 0.427
H 2.96673 -0.31758 -0.71067 0.03 0.00 0.01 0.478
H 0.44208 -0.93482 1.89327 0.10 -0.08 -0.12 0.260
H 0.36308 -3.05471 2.12895 0.10 0.08 -0.03 0.193
H 1.45843 -5.18933 1.89486 0.01 0.01 -0.12 0.403
H 2.15846 -4.58906 0.36924 -0.11 -0.11 0.14 0.348
H -0.04407 -4.64147 -0.72280 -0.02 0.00 0.10 0.273
H -0.83623 -5.10890 0.80939 0.07 0.03 -0.07 0.310
H -0.06654 1.28588 1.85953 -0.12 -0.13 0.09 0.433

Record 2
37
Properties=species:S:1:pos:R:3:forces:R:3:mulliken_charge:R:1 method="wB97M-V/def2-TZVPD" total_energy_ha=-1210.62396 multiplicity=1 de_lowest_kj_mol=126.2
C 3.51636 -0.70355 -0.90084 -0.11 0.41 -0.15 -0.924
N 2.10684 -1.02802 -1.09379 0.06 -0.33 -0.01 0.197
C 1.81634 -2.25325 -1.84336 -0.29 -0.19 0.24 -0.937
C 1.17053 -0.13507 -0.73011 -0.02 0.44 1.26 -0.463
C -0.26251 -0.48093 -0.85897 0.03 0.37 -0.01 0.653
C -0.74012 -1.74294 -0.45934 -0.07 0.23 -0.17 -0.495
C -2.05882 -2.08655 -0.73673 0.60 0.29 0.06 -0.917
C -2.91151 -1.14751 -1.32282 0.19 0.36 0.08 1.220
C -4.32652 -1.50844 -1.60462 -0.36 -0.06 -0.18 -1.397
C -2.46369 0.14608 -1.62014 0.31 -0.30 0.12 -0.769
C -1.13075 0.49148 -1.38358 0.04 -0.58 0.07 -0.677
H 4.08890 -1.57831 -1.21218 0.13 0.30 0.14 0.340
H 3.78375 0.15903 -1.53446 0.11 -0.22 0.18 0.280
H 3.74517 -0.45770 0.14565 -0.25 -0.13 -0.28 0.283
H 2.75207 -2.58267 -2.29133 -0.13 0.00 -0.08 0.368
H 1.43890 -3.06968 -1.20937 0.19 0.23 -0.25 0.300
H 1.08749 -2.06401 -2.64437 0.19 -0.06 0.28 0.347
H 1.43532 0.90784 -0.92850 -0.11 -0.09 0.33 0.492
H -0.06709 -2.42585 0.07383 -0.39 0.31 -0.34 0.672
H -2.41401 -3.09501 -0.52773 -0.03 0.27 0.12 0.377
H -4.83447 -0.64164 -2.02171 -0.23 -0.10 -0.05 0.364
H -4.37601 -2.32808 -2.32328 -0.09 0.00 -0.03 0.313
H -4.85853 -1.82588 -0.70527 0.05 0.03 -0.02 0.315
H -3.16481 0.85431 -2.06926 0.28 -0.15 0.23 0.277
H -0.74591 1.49340 -1.59795 -0.18 -0.39 -0.02 0.358
Cl -0.30537 4.78448 4.12604 -0.05 0.40 0.38 -0.238
C 0.25208 3.36563 3.33143 0.49 -1.19 -0.84 0.279
C -0.36878 2.12804 3.57951 0.34 0.47 -0.18 -0.484
C -0.01964 1.00629 2.83754 0.36 0.46 -0.26 -0.398
C 0.98843 1.09512 1.83995 -0.22 0.43 -0.06 0.210
O 1.33920 0.02133 1.15973 0.19 -1.03 -1.21 -0.629
C 1.63969 2.33458 1.63023 -0.42 -0.08 0.41 -0.237
C 1.28462 3.45299 2.38145 -0.54 -0.16 0.32 -0.598
H -1.11464 2.06545 4.36546 -0.02 0.01 -0.17 0.368
H -0.51500 0.05337 3.01235 0.18 0.15 -0.07 0.395
H 2.43110 2.39765 0.88392 -0.12 -0.04 0.21 0.386
H 1.80140 4.39801 2.25260 -0.11 -0.05 -0.09 0.367

Record 3
39
Properties=species:S:1:pos:R:3:forces:R:3:mulliken_charge:R:1 method="wB97M-V/def2-TZVPD" total_energy_ha=-2421.27463 multiplicity=1 charge=+2 de_lowest_kj_mol=169.6
Cl 2.14445 -1.69453 -2.51183 -0.62 0.31 1.48 -0.382
C 1.14442 2.09131 0.27027 -0.90 0.94 -1.12 0.014
C -0.28329 2.33846 0.21759 1.21 0.49 -0.57 -0.452
C -0.75304 1.89755 -1.06590 0.84 0.26 -0.18 -0.890
H -0.83281 2.94659 0.93427 -0.01 -0.47 -0.04 0.639
C 0.34851 1.31316 -1.79754 0.17 2.08 0.25 0.848
C 1.50596 1.43407 -0.94345 -0.33 0.89 -0.17 -0.815
H 2.48290 1.11057 -1.25641 0.25 -0.19 0.12 0.645
H 1.82851 2.53063 1.00504 -0.31 -0.78 -0.04 0.638
H -1.74033 2.02546 -1.47652 -0.25 -0.04 0.09 0.698
C 0.34568 0.83134 -3.19636 0.07 -0.41 -0.09 -0.943
Ti -0.01033 0.13854 -0.05135 1.48 -3.75 0.87 -0.317
C -2.03926 -0.69336 -0.24386 -5.38 -4.74 0.10 0.471
O -2.92135 -1.45678 -0.21146 4.51 4.35 -0.27 -0.073
C 1.67362 -1.48091 -0.07123 0.88 -3.71 0.71 0.211
O 2.06392 -2.50538 0.33407 -1.22 3.99 -1.03 -0.125
H -0.64778 0.45219 -3.47887 0.35 0.24 -0.17 0.364
H 1.10679 0.02876 -3.29906 -0.58 0.66 -0.26 0.123
H 0.63045 1.70478 -3.81140 -0.25 -0.34 0.04 0.327
C -1.52185 0.71985 3.49310 -0.32 0.87 -0.07 -1.135
P -0.28547 -0.14417 2.45220 0.04 -0.75 2.50 1.059
C 1.26854 0.50485 3.16887 0.09 0.52 0.01 -1.226
C -0.36242 -1.83524 3.18363 -0.61 -0.08 -1.02 1.269
C -0.67879 -2.85867 2.29184 -0.08 -0.24 0.35 -0.125
C -0.89218 -4.14851 2.77252 -0.25 -0.18 -0.19 -0.929
C -0.85659 -4.40368 4.14104 0.12 0.25 -0.07 -0.472
C -0.59309 -3.37541 5.04479 0.07 0.55 -0.30 -0.828
C -0.33965 -2.08808 4.56600 -0.05 0.48 -0.17 -0.424
H -1.51734 1.81332 3.30769 0.07 -0.53 0.11 0.371
H -1.12735 0.55089 4.51945 -0.54 0.12 -0.58 0.414
H -2.57816 0.37775 3.40076 0.93 -0.07 0.03 0.382
H 1.28823 0.18324 4.24289 0.02 0.30 -0.94 0.480
H 2.16755 0.08448 2.64867 -0.69 0.65 0.47 0.318
H 1.15025 1.61994 3.11514 0.72 -0.94 0.15 0.427
H -0.83461 -2.61687 1.23700 0.24 -0.37 0.15 -0.008
H -1.15308 -4.95395 2.08803 0.12 0.19 0.11 0.409
H -1.06380 -5.39674 4.51922 0.02 0.01 -0.10 0.420
H -0.62491 -3.55368 6.11549 0.09 0.01 -0.18 0.417
H -0.20217 -1.24022 5.24606 0.10 -0.56 -0.01 0.199

Record 4
40
Properties=species:S:1:pos:R:3:forces:R:3:mulliken_charge:R:1 method="wB97M-V/def2-TZVPD" total_energy_ha=-1035.13969 multiplicity=1 smiles="CCOCCCn1cnc2c3cc(F)ccc3n(C)c2c1=O" de_lowest_kj_mol=10.7
C -3.73537 -2.65822 2.01112 -0.22 0.31 -0.24 -1.098
C -4.63503 -1.45796 1.72046 0.07 -0.16 0.21 -0.136
O -5.00005 -1.34605 0.35860 -0.13 -0.03 -0.08 -0.392
C -4.01358 -0.83186 -0.50578 0.02 0.26 -0.06 -0.280
C -3.91724 0.69824 -0.45341 0.06 -0.32 -0.05 -0.330
C -2.94332 1.25689 -1.49107 -0.53 0.22 0.23 -1.280
N -1.57884 0.83364 -1.23119 0.36 0.12 0.16 0.096
C -1.04520 -0.22922 -1.89472 0.13 -0.31 -0.25 -0.033
N 0.13196 -0.71222 -1.72863 0.07 -0.40 -0.31 -0.709
C 0.89838 -0.08262 -0.80342 -0.46 0.90 0.55 1.875
C 2.23270 -0.33949 -0.37943 0.19 0.31 0.36 -0.023
C 3.19109 -1.28650 -0.73564 0.27 0.03 0.15 -0.702
C 4.40355 -1.21311 -0.09386 -0.19 -0.05 -0.13 0.241
F 5.36692 -2.10988 -0.40529 -0.01 0.02 0.02 -0.348
C 4.70275 -0.25172 0.87524 -0.02 -0.06 -0.06 -0.684
C 3.76306 0.68774 1.23451 0.01 0.04 0.04 -0.517
C 2.52186 0.64358 0.60430 0.07 -0.49 -0.39 -0.206
N 1.43206 1.45181 0.77665 -0.21 0.04 -0.06 -0.095
C 1.34735 2.56540 1.68167 0.03 0.34 0.30 -1.078
C 0.44856 1.02200 -0.07032 0.12 -0.65 -0.48 -0.090
C -0.87604 1.54542 -0.25013 0.11 -0.06 -0.02 0.345
O -1.39287 2.48475 0.33588 -0.11 0.16 0.09 -0.734
H -3.59488 -2.75486 3.08409 0.06 -0.03 0.13 0.384
H -2.75879 -2.54399 1.54582 0.11 -0.03 0.00 0.283
H -4.19711 -3.56559 1.63045 -0.03 -0.10 0.00 0.267
H -4.15618 -0.53590 2.07439 -0.08 -0.02 0.00 0.224
H -5.58517 -1.57654 2.24783 0.13 0.09 0.04 0.331
H -4.32775 -1.14301 -1.50736 0.14 0.01 0.01 0.211
H -3.03405 -1.28147 -0.29579 -0.06 -0.02 -0.06 0.211
H -3.59363 1.02422 0.53623 -0.04 0.06 -0.02 0.267
H -4.90742 1.11649 -0.63851 -0.03 0.02 0.01 0.283
H -2.95889 2.34891 -1.43713 0.00 -0.19 -0.14 0.411
H -3.22326 0.93536 -2.49607 0.09 0.03 0.01 0.494
H -1.68438 -0.69692 -2.63054 -0.20 0.06 -0.04 0.371
H 2.98829 -2.03812 -1.47987 0.03 -0.12 -0.09 0.556
H 5.68021 -0.26291 1.33076 0.10 -0.01 0.04 0.440
H 3.98610 1.43383 1.98067 0.04 0.07 0.09 0.436
H 2.09846 3.31760 1.43067 -0.01 0.00 0.03 0.335
H 1.50953 2.23280 2.70922 0.00 0.03 0.00 0.334
H 0.35515 3.00435 1.59608 0.13 -0.03 0.04 0.341

Record 5
44
Properties=species:S:1:pos:R:3:forces:R:3:mulliken_spin:R:1 method="wB97M-V/def2-TZVPD" total_energy_ha=-1953.46596 multiplicity=2 de_lowest_kj_mol=0.0 s_squared=0.77
Hg 0.11999 2.44903 0.05844 -1.23 1.54 0.41 0.020
C -3.54789 2.78962 -0.22979 0.08 0.02 -0.05 0.000
C -2.95938 2.26820 1.02721 0.42 -0.06 0.14 0.109
N -1.66426 2.19395 1.25718 -1.05 0.02 0.17 -0.022
C -1.36600 1.66034 2.48214 1.26 0.00 0.04 -0.055
C -2.47114 1.31671 3.22185 -0.71 -0.25 0.52 0.410
S -3.93512 1.68051 2.35299 0.24 0.18 -0.42 0.149
C 0.02049 1.50155 2.84610 -1.18 -0.02 0.08 -0.015
C 0.52198 0.99040 4.01855 0.54 -0.17 0.34 0.259
S 2.26262 0.98987 3.98696 -0.51 0.40 -0.85 0.075
C 2.20601 1.68238 2.38639 -0.78 -0.20 0.35 -0.005
N 0.98132 1.87806 1.94468 1.96 -0.55 1.61 0.001
C 3.43959 1.98319 1.62051 0.10 0.08 -0.20 0.001
H -2.74402 3.06969 -0.91597 -0.13 0.01 0.02 0.002
H -4.16843 3.66503 -0.03261 -0.03 0.04 -0.07 0.005
H -4.17496 2.03398 -0.70684 -0.03 0.02 -0.06 0.005
H -2.51761 0.89230 4.20088 0.07 -0.09 0.24 0.032
H -0.00412 0.63101 4.87813 -0.17 -0.03 0.12 0.033
H 4.31243 1.74344 2.22196 0.10 0.03 -0.08 0.001
H 3.47960 3.03825 1.34306 0.01 -0.01 0.03 -0.001
H 3.47865 1.40095 0.69598 0.02 -0.01 0.05 -0.001
N -0.06943 0.54876 -0.90510 -0.19 -2.80 -1.26 0.001
C -0.08891 -0.56322 -1.24754 0.05 1.97 0.60 -0.006
N -0.11118 -1.78942 -1.62112 -0.01 -0.84 -0.30 0.003
C 0.90454 -2.73603 -1.18196 0.32 -0.36 0.38 0.000
C 0.23852 -3.97556 -0.58936 0.08 0.03 -0.21 0.000
C -0.75804 -4.55622 -1.59198 -0.14 0.11 0.27 0.000
C -1.81126 -3.50658 -1.94317 0.17 -0.01 -0.17 0.000
C -1.12286 -2.28344 -2.54322 -0.56 -0.18 -0.19 0.001
H 1.53965 -2.24414 -0.44427 0.00 0.00 -0.11 0.000
H 1.51985 -3.01781 -2.04372 0.00 0.06 0.03 0.000
H -0.27307 -3.70100 0.33711 0.01 -0.03 -0.01 0.000
H 1.00972 -4.70803 -0.34592 0.01 0.03 0.04 0.000
H -1.23174 -5.44670 -1.17967 0.01 -0.04 -0.04 0.000
H -0.22580 -4.84847 -2.50135 0.00 -0.09 -0.03 0.000
H -2.36273 -3.20677 -1.04780 -0.01 -0.03 -0.03 0.000
H -2.52683 -3.90444 -2.66490 -0.01 0.04 0.01 0.000
H -1.83823 -1.48327 -2.73475 0.09 -0.01 -0.04 -0.001
H -0.63867 -2.55761 -3.48754 -0.01 0.08 0.03 0.000
N 5.08473 1.77290 -3.24629 0.48 -0.48 -0.37 0.000
C 4.31127 2.43953 -2.71546 0.11 -0.51 -0.25 0.000
N 3.51656 3.24284 -2.09755 0.78 1.01 0.20 0.000
C 2.37100 3.23260 -1.65716 -1.64 0.37 0.57 -0.001
N 1.29314 3.43361 -1.20509 1.47 0.72 -1.54 -0.001

Record 6
43
Properties=species:S:1:pos:R:3:forces:R:3:mulliken_charge:R:1 method="wB97M-V/def2-TZVPD" total_energy_ha=-3907.97964 multiplicity=1 charge=+2 de_lowest_kj_mol=0.0
Zr -2.78565 -0.49741 -1.44400 0.06 0.04 0.08 1.256
I -2.00917 5.37618 0.78808 0.00 0.02 0.01 0.253
C -1.61481 3.53514 -0.03131 0.06 -0.05 -0.04 -0.714
C -0.39302 3.05909 -0.49923 -0.10 0.06 0.04 -0.010
N -0.58634 1.82176 -0.94663 0.05 -0.03 -0.01 -0.165
N -1.87283 1.43971 -0.80741 -0.02 -0.03 -0.03 0.317
C -2.50337 2.49286 -0.24733 0.00 -0.03 0.00 -0.554
H 0.57733 3.52741 -0.53553 0.00 0.00 0.00 0.499
H 0.06820 1.18459 -1.38335 0.00 0.00 0.00 0.164
H -3.56037 2.44867 -0.03590 0.00 0.00 0.00 0.536
N -3.26831 -0.95498 0.60524 -0.05 0.07 -0.03 -0.376
C -3.60910 -1.21321 1.69720 0.02 -0.01 -0.03 0.349
N -3.96918 -1.49559 2.88130 -0.04 0.00 0.04 0.019
C -4.77097 -2.72050 3.18145 0.08 0.01 0.00 -0.759
C -6.12916 -2.31451 3.74580 -0.01 -0.02 -0.01 -0.539
C -6.02979 -1.03387 4.59362 -0.01 0.02 0.01 -0.566
C -4.62506 -0.85557 5.16078 0.01 0.01 0.01 -0.649
C -3.62944 -0.59828 4.03659 0.05 -0.04 -0.04 -0.704
H -4.18120 -3.28951 3.89925 -0.01 -0.01 0.00 0.316
H -4.84487 -3.31043 2.27041 -0.02 0.01 0.00 0.463
H -6.48912 -3.14926 4.34825 -0.01 0.01 0.00 0.339
H -6.84486 -2.17828 2.93525 0.00 0.00 0.00 0.295
H -6.76096 -1.06322 5.39863 0.00 0.00 0.00 0.358
H -6.27965 -0.16156 3.98355 0.00 0.00 0.00 0.284
H -4.32823 -1.73319 5.73791 0.00 0.00 0.00 0.339
H -4.57606 -0.00691 5.84221 -0.02 0.00 0.00 0.373
H -2.60103 -0.80534 4.33205 -0.01 0.01 0.02 0.330
H -3.69991 0.42873 3.67892 -0.02 0.00 0.00 0.440
Se -2.10170 -3.12238 -1.93995 0.01 -0.08 -0.01 -0.092
C -0.87345 -1.82539 -2.17026 -0.06 0.06 0.00 0.511
N -0.47583 -0.72132 -2.16530 0.02 -0.03 -0.07 -0.572
Te -5.29506 -0.09146 -2.29984 -0.05 0.00 -0.03 0.100
C -3.67886 0.12250 -3.68889 0.06 0.01 0.05 -0.801
C -3.01685 1.35822 -3.82256 0.04 0.01 0.00 0.213
C -1.97270 1.49292 -4.72703 -0.03 -0.02 0.01 -0.662
C -1.58230 0.40844 -5.50418 0.01 0.03 0.01 -0.387
C -2.23640 -0.81085 -5.39021 -0.01 -0.03 -0.02 -0.619
C -3.28020 -0.96183 -4.48808 0.01 0.00 0.01 -0.061
H -3.34697 2.21357 -3.24647 -0.01 0.00 0.00 0.539
H -1.48085 2.44976 -4.84103 0.00 0.00 0.00 0.482
H -0.77334 0.52001 -6.21392 0.00 0.00 0.00 0.452
H -1.94443 -1.64497 -6.01440 0.00 0.00 0.00 0.452
H -3.80192 -1.90656 -4.41434 0.00 0.00 -0.01 0.550